Molecular formula: C44H45FN5O3
Method: DFT, wB97M-V/def2-TZVPD

The geometry in XYZ format:
```
98
Properties=species:S:1:pos:R:3:forces:R:3:lowdin_charge:R:1
C -3.781230 -6.376361 1.183712 -0.58 -0.04 0.21 0.00
N -2.804815 -5.407359 0.750094 0.67 -0.24 -0.09 -0.04
C -1.583436 -5.792385 0.269070 -0.02 -1.55 -0.47 -0.36
O -1.220877 -6.950097 0.057522 -0.43 2.13 0.51 0.11
C -0.793705 -4.512492 0.021824 0.59 -0.60 0.08 -0.16
C -0.171675 -4.406450 -1.365915 0.03 0.28 -0.41 -0.09
C 0.960265 -5.368454 -1.608035 -0.06 0.05 -0.05 -0.24
C 0.960744 -6.079211 -2.808579 0.23 -0.14 0.43 -0.04
C 1.973622 -7.003136 -3.053639 0.06 0.14 0.11 -0.06
C 2.987615 -7.189229 -2.107149 -0.11 0.10 0.09 -0.07
C 3.008536 -6.436598 -0.926752 -0.27 0.25 -0.06 -0.07
C 1.988669 -5.512396 -0.673082 0.02 -0.35 -0.49 -0.04
N -1.796760 -3.475108 0.210616 0.94 3.09 -0.64 0.07
C -1.471320 -2.182248 -0.013557 0.04 -2.83 0.17 0.04
C -2.374654 -1.148658 0.113180 -0.98 2.30 -0.11 -0.05
C -2.042342 0.201655 0.007739 -0.20 -1.69 0.81 0.06
C -2.996709 1.199720 0.458961 -1.43 1.88 -0.29 -0.16
C -4.332693 0.853934 0.800509 -0.19 -0.04 0.36 0.08
C -5.169258 1.751099 1.492692 2.19 0.23 -0.87 -0.13
N -6.329231 1.253692 2.155796 -3.54 -0.82 1.66 -0.31
O -6.853589 1.998884 3.014849 1.23 -1.37 -1.76 0.08
O -6.787963 0.121309 1.881570 1.39 2.06 0.18 0.07
C -4.801870 3.099616 1.666602 -0.37 -1.00 0.12 0.04
C -3.596790 3.511832 1.131998 0.56 0.10 -0.41 -0.03
C -2.701964 2.603571 0.547972 -0.20 -0.93 -0.12 0.01
C -3.088275 -3.976735 0.703221 -1.03 -0.65 0.34 -0.45
C -4.321880 -3.773097 -0.200697 0.16 0.06 -0.43 0.02
C -3.397162 -3.416838 2.092067 0.12 -0.19 0.33 0.02
H -3.339925 -7.373746 1.153246 0.07 0.24 -0.08 0.10
H -4.093950 -6.162215 2.215279 0.02 -0.08 -0.25 0.10
H -4.662581 -6.357429 0.528730 0.20 -0.17 0.21 0.10
H -0.020729 -4.447649 0.811609 -0.32 0.06 -0.33 0.17
H -0.953860 -4.549181 -2.133031 0.21 0.01 0.35 0.14
H 0.194389 -3.374538 -1.502867 -0.04 -0.32 0.00 0.12
H 0.143898 -5.908813 -3.513851 0.32 -0.19 0.12 0.12
H 1.961594 -7.566621 -3.985513 0.10 0.05 0.27 0.11
H 3.765216 -7.931482 -2.280072 -0.16 0.20 -0.01 0.11
H 3.811799 -6.551500 -0.198452 -0.19 -0.09 -0.26 0.11
H 1.973238 -4.909222 0.239892 0.19 -0.30 -0.25 0.11
H -0.435159 -1.970057 -0.294976 -0.33 -0.20 0.13 0.15
H -3.406523 -1.413844 0.356138 0.70 0.25 -0.08 0.07
H -1.012719 0.489254 -0.253279 -0.58 0.00 0.15 0.11
H -4.745052 -0.120163 0.512089 0.12 0.42 0.61 0.12
H -5.475047 3.764887 2.206112 0.26 -0.15 -0.19 0.14
H -3.356870 4.575175 1.181423 0.12 -0.37 -0.06 0.12
H -1.775393 2.944973 0.089493 -0.21 0.02 0.46 0.08
H -4.147607 -4.147950 -1.218290 0.06 0.17 0.22 0.11
H -5.149720 -4.361013 0.222218 0.32 0.32 -0.08 0.09
H -4.654158 -2.731916 -0.248173 0.02 -0.24 -0.02 0.08
H -2.701263 -3.835321 2.828352 -0.12 0.13 -0.10 0.11
H -3.307971 -2.329278 2.103730 -0.12 -0.18 0.15 0.08
H -4.422183 -3.692526 2.369272 0.30 0.12 0.02 0.10
F 2.500164 2.206897 2.352889 -0.15 0.34 -0.61 0.01
C 2.682731 2.927285 1.134057 0.63 0.48 0.20 -0.30
C 3.171205 4.339646 1.464702 0.12 -0.73 0.09 -0.18
C 3.435771 4.732877 2.779151 -0.01 0.11 -0.20 -0.02
C 3.795467 6.059372 3.029631 -0.19 -0.12 -0.17 -0.07
C 3.827348 6.978715 1.978448 0.09 0.05 -0.16 -0.08
C 3.589665 6.569100 0.660397 -0.04 -0.49 0.29 -0.06
C 3.292544 5.228280 0.399433 0.25 0.57 0.20 -0.06
C 3.645460 2.106421 0.277132 -0.05 -0.07 0.74 -0.14
C 4.931394 2.532058 -0.071950 -0.28 -0.27 -0.50 0.00
C 5.699713 1.751486 -0.948339 0.01 0.07 0.20 -0.07
C 5.239814 0.507297 -1.372189 -0.48 -0.19 -0.09 -0.08
C 3.993600 0.041007 -0.925898 0.08 0.09 0.31 -0.09
C 3.219804 0.825572 -0.065652 0.22 -0.33 -0.61 -0.05
C 1.270175 3.054501 0.515864 -0.37 0.02 -0.40 -0.18
C 0.354024 3.939114 1.399296 -0.47 -0.69 0.21 -0.11
C -0.016615 5.176744 0.594120 0.15 0.69 -0.06 -0.14
C 0.325375 4.873559 -0.861122 0.52 -0.53 -0.33 -0.13
N 1.252439 3.671197 -0.854188 -0.74 1.20 -0.03 -0.05
C 1.010046 2.776976 -1.939078 -0.42 -0.86 0.27 -0.21
C -0.311477 2.311873 -2.131068 0.37 -1.02 -0.11 -0.02
C -0.474491 1.015251 -2.644139 0.32 0.97 0.09 -0.17
N 0.551937 0.311339 -3.112574 0.35 -0.12 -1.01 0.05
C 1.730307 0.932805 -3.291176 -0.25 0.42 0.39 -0.13
C 2.033848 2.162428 -2.681353 -0.58 -0.07 0.33 0.02
H 3.347372 4.010453 3.595635 0.07 0.28 -0.35 0.12
H 4.022955 6.363681 4.052279 -0.08 0.02 -0.33 0.11
H 4.057489 8.023947 2.178241 -0.01 -0.23 -0.01 0.10
H 3.624210 7.265268 -0.171742 0.11 0.05 0.20 0.11
H 3.125604 4.853002 -0.611498 0.14 0.36 0.38 0.12
H 5.323334 3.463909 0.325069 -0.13 -0.05 -0.25 0.12
H 6.661437 2.121416 -1.310470 -0.24 -0.14 0.28 0.11
H 5.837146 -0.117969 -2.046102 -0.23 0.36 0.26 0.11
H 3.606322 -0.925612 -1.256338 0.26 0.21 0.14 0.10
H 2.269798 0.443354 0.330574 0.39 0.18 -0.32 0.12
H 0.832836 2.042194 0.443235 0.25 0.19 0.08 0.13
H -0.534716 3.330474 1.604083 0.15 0.28 0.16 0.09
H 0.773107 4.194995 2.382374 0.08 -0.18 -0.45 0.12
H -1.080596 5.448686 0.687720 0.37 -0.09 0.07 0.10
H 0.571453 6.040220 0.931276 -0.18 -0.23 0.00 0.11
H -0.590836 4.679533 -1.448726 0.44 0.00 0.19 0.10
H 0.841036 5.707430 -1.362813 -0.15 -0.23 0.23 0.12
H -1.169749 2.872293 -1.774134 0.20 -0.24 -0.01 0.09
H -1.458224 0.522482 -2.638410 0.43 0.24 -0.10 0.11
H 2.492049 0.424611 -3.895974 -0.35 0.00 0.46 0.12
H 3.047052 2.575547 -2.692338 -0.36 -0.24 0.11 0.12
```
Positions in Å, forces in eV/Å.

Properties
2S+1: 1
charge: +1
HOMO level: -11.0478 eV
LUMO level: -0.1917 Eh
energy above the lowest of the compared OMol25 structures with the same formula, charge and spin: 24.7 kcal/mol